one.
ORCA calculation (wB97M-V/def2-TZVPD) on one molecule with the formula C3H6N2O3.

```
14
Properties=species:S:1:pos:R:3:lowdin_charge:R:1
C 1.29 -0.04 0.17 -0.57
H -3.01 0.61 1.06 0.12
O 2.48 0.11 0.17 0.10
O -0.64 1.28 -0.66 -0.09
H -2.36 -1.10 1.13 0.07
N 0.60 -1.16 0.21 0.07
H 1.33 -1.93 0.13 0.21
C -1.98 -0.06 0.94 -0.05
N 0.45 1.13 0.22 0.02
H 1.12 1.96 0.08 0.19
C -1.34 -0.10 -0.53 -0.27
H -1.24 0.42 1.79 0.12
O -0.45 -1.18 -0.67 -0.04
H -2.04 -0.26 -1.30 0.13
```

Calculated values
E_HOMO, eV: -9.1
HOMO-LUMO gap, eV: 9.889
Structure (SMILES): CC1ONC(=O)NO1

***

two.
ORCA calculation (wB97M-V/def2-TZVPD) on one molecule with the formula C3H6N2O3.

```
14
Properties=species:S:1:pos:R:3:lowdin_charge:R:1
N -1.40 0.69 1.35 -0.40
H -1.68 1.69 -0.45 0.15
O 0.00 0.53 -0.68 -0.01
H 2.53 -1.59 -0.87 0.08
H -0.39 0.81 2.86 0.04
H -1.93 -0.12 -0.53 0.12
C -1.28 0.68 -0.28 -0.07
N -0.34 0.96 1.92 0.17
H 1.81 -1.09 -2.28 0.06
C 1.93 -0.79 -1.28 0.03
O -2.44 0.38 1.81 0.04
H 2.52 0.18 -1.19 0.12
O 0.09 -1.61 0.14 0.13
C 0.58 -0.72 -0.52 -0.46
```

Calculated values
E_HOMO, eV: -10.2
HOMO-LUMO gap, eV: 10.979
Structure (SMILES): [H]/N=[N+](\[O-])COC(C)=O

***

Which structure loses on stability? one does.

***

one.
ORCA calculation (wB97M-V/def2-TZVPD) on a 5-piece molecular cluster, C2H13NO4 overall.

```
20
Properties=species:S:1:pos:R:3:lowdin_charge:R:1
C 2.44 -0.69 0.57 -0.10
H 1.95 1.04 -1.51 0.08
H -1.68 1.17 -2.04 -0.01
H -2.28 -1.99 1.96 0.03
H -1.58 1.34 0.03 0.04
H -1.14 2.76 -0.35 0.05
O 0.82 -0.29 3.25 -0.07
H 2.06 -0.76 -1.97 0.08
O -2.45 -1.31 1.31 -0.04
O -1.86 2.13 -0.43 -0.04
H 1.15 -0.72 2.45 -0.03
C 1.54 0.03 -1.41 -0.12
H 3.14 -1.32 -0.01 0.07
H -3.02 0.69 -2.62 0.02
H -1.94 -1.39 0.51 0.02
N 1.34 -0.29 0.04 -0.07
H 0.54 0.10 -1.88 0.05
O -2.09 0.49 -2.61 -0.08
H 3.07 -0.19 1.34 0.10
H 0.00 -0.81 3.36 0.04
```

Calculated values
E_HOMO, eV: -9.5
HOMO-LUMO gap, eV: 9.377
Structure (SMILES): C=NC.O.O.O.O

***

two.
ORCA calculation (wB97M-V/def2-TZVPD) on a 4-piece molecular cluster, C2H13NO4 overall.

```
20
Properties=species:S:1:pos:R:3:lowdin_charge:R:1
C 1.78 1.75 -0.25 -0.16
H -1.26 -3.00 1.62 0.13
H 2.08 2.44 -2.13 0.10
H -2.42 -0.83 0.32 0.03
H 2.20 2.09 0.65 0.08
H -0.34 2.54 -0.59 0.11
N -0.30 0.44 -1.16 0.04
H -0.20 1.41 0.75 0.10
O 2.04 2.89 -1.22 -0.15
O 1.19 -2.33 0.54 -0.11
H -1.52 -1.64 1.85 -0.03
H 1.90 -1.71 0.76 0.02
O -3.23 -1.17 0.75 -0.06
H -3.71 -1.62 0.07 0.04
H -0.13 0.51 -2.07 0.00
C 0.19 1.61 -0.29 -0.19
H 0.36 -2.14 1.05 -0.05
O -1.10 -2.10 1.26 0.01
H -0.04 -0.42 -0.83 0.00
H 2.15 0.90 -0.75 0.09
```

Calculated values
E_HOMO, eV: -9.3
HOMO-LUMO gap, eV: 9.797
Structure (SMILES): NCCO.O.O.O

***

three.
ORCA calculation (wB97M-V/def2-TZVPD) on a 5-piece molecular cluster, C2H13NO4 overall.

```
20
Properties=species:S:1:pos:R:3:lowdin_charge:R:1
H 1.53 -1.14 1.20 0.01
H -0.59 -1.09 -2.13 0.07
H -3.38 1.54 2.46 0.05
N -0.16 0.45 -0.83 -0.08
H 1.49 1.54 -1.26 0.07
H 0.59 1.99 0.32 0.07
O 4.23 -0.86 -0.92 -0.06
C 0.68 1.33 -0.54 -0.10
H -3.55 0.44 0.30 -0.02
H 0.48 0.13 -2.81 0.07
C 0.30 -0.48 -1.94 -0.10
O 1.70 -1.02 2.15 -0.06
H -2.88 0.75 -1.02 0.00
O -3.28 0.60 2.26 -0.05
H 1.15 -0.97 -1.53 0.05
O -3.64 0.29 -0.65 -0.08
H 3.88 -0.15 -1.45 0.02
H -3.07 0.24 3.14 0.06
H 2.43 -1.64 2.30 0.03
H 4.93 -1.24 -1.47 0.04
```

Calculated values
E_HOMO, eV: -9.8
HOMO-LUMO gap, eV: 10.302
Structure (SMILES): C=NC.O.O.O.O

***

four.
ORCA calculation (wB97M-V/def2-TZVPD) on a 5-piece molecular cluster, C2H13NO4 overall.

```
20
Properties=species:S:1:pos:R:3:lowdin_charge:R:1
H -0.66 -0.99 -2.39 -0.06
H 1.59 -2.94 0.28 0.03
H -2.52 -0.02 -0.44 -0.01
H -2.85 -1.47 -0.57 0.06
C -1.57 1.91 2.05 0.00
H 2.55 -0.39 0.35 0.01
O -2.36 -0.74 -0.98 -0.03
H 0.34 -1.40 -3.39 0.09
H -0.58 0.84 -0.92 0.12
C -0.82 1.98 0.89 -0.26
H -0.14 2.84 0.76 0.09
O 1.42 -2.08 0.64 -0.06
O 2.89 0.51 0.42 -0.03
H -1.48 2.68 2.82 0.05
H -2.19 1.05 2.21 0.03
H 0.81 -1.69 -0.03 0.03
H 0.73 1.13 0.05 0.01
H 3.39 0.57 1.18 0.00
O 0.15 -1.38 -2.41 -0.04
N -0.22 0.87 0.15 -0.02
```

Calculated values
E_HOMO, eV: -9.0
HOMO-LUMO gap, eV: 9.610
Structure (SMILES): C=CN.O.O.O.O

***

Which structure loses on stability? one does.

***

one.
ORCA calculation (wB97M-V/def2-TZVPD) on a 5-piece molecular cluster, C2H13NO4 overall.

```
20
Properties=species:S:1:pos:R:3:lowdin_charge:R:1
H -1.24 0.26 -1.75 0.07
H 0.27 4.02 0.10 0.03
H 2.21 -0.40 -0.55 0.08
H -0.42 -1.42 1.56 0.03
H 0.14 -2.72 -0.52 -0.02
H -0.21 1.17 2.52 0.03
H -0.89 2.27 1.77 0.01
C 1.74 -1.23 -1.09 0.01
N 0.43 -1.14 -1.38 -0.11
C -0.20 0.05 -1.97 -0.11
H 0.37 0.93 -1.67 0.06
H -1.19 -3.29 0.20 0.01
H 2.37 -1.96 -1.54 0.07
O -0.21 2.17 2.44 -0.07
H -1.72 -0.92 2.12 0.10
H -0.01 2.70 0.68 -0.01
O -0.77 -0.57 1.97 -0.11
H -0.23 -0.04 -3.02 0.06
O -0.29 -3.09 0.26 -0.06
O -0.16 3.22 -0.13 -0.06
```

Calculated values
E_HOMO, eV: -9.2
HOMO-LUMO gap, eV: 9.119
Structure (SMILES): C=NC.O.O.O.O

***

two.
ORCA calculation (wB97M-V/def2-TZVPD) on a 4-piece molecular cluster, C2H13NO4 overall.

```
20
Properties=species:S:1:pos:R:3:lowdin_charge:R:1
H 1.67 2.24 -0.46 0.02
O -2.09 -0.91 0.91 -0.07
H 2.50 -0.55 0.89 0.10
O -1.07 1.57 1.57 -0.03
H -0.44 -2.13 -2.04 0.11
H -1.45 2.26 2.09 0.05
H 0.23 -0.12 -2.48 0.11
H -0.69 0.63 -1.13 0.15
C -0.05 -0.30 -1.45 -0.26
C 1.41 -0.69 0.60 -0.12
H 1.07 -1.75 0.82 0.09
H -2.65 -1.64 1.16 0.04
N 1.35 -0.24 -0.83 -0.09
H -1.38 -1.42 0.39 0.05
H 0.49 2.06 0.43 -0.04
O 0.82 2.65 -0.24 -0.07
H 1.78 -0.94 -1.31 0.05
H 0.82 -0.03 1.18 0.03
H -1.58 0.85 1.29 -0.04
O -0.75 -1.51 -1.36 -0.08
```

Calculated values
E_HOMO, eV: -9.7
HOMO-LUMO gap, eV: 10.117
Structure (SMILES): CNCO.O.O.O

***

Which structure loses on stability? one does.

***

one.
ORCA calculation (wB97M-V/def2-TZVPD) on one molecule with the formula C3H4P2.

```
9
Properties=species:S:1:pos:R:3:lowdin_charge:R:1
C 1.36 1.22 -1.18 -0.45
P -0.65 -0.89 0.09 0.86
C 0.34 0.90 -0.20 -0.86
H 2.35 1.39 -0.91 0.02
H 1.22 0.72 -2.05 0.00
C -1.47 -1.73 1.40 -0.38
H -1.48 -1.31 2.37 -0.05
P 0.03 2.49 -0.59 0.87
H -1.69 -2.78 1.06 -0.01
```

Calculated values
E_HOMO, eV: -8.7
HOMO-LUMO gap, eV: 8.131
Structure (SMILES): C=PC1=PC1

***

two.
ORCA calculation (wB97M-V/def2-TZVPD) on one molecule with the formula C3H4P2.

```
9
Properties=species:S:1:pos:R:3:lowdin_charge:R:1
C -0.66 -0.68 0.27 -0.55
H 1.24 -0.15 1.21 0.03
C -0.09 0.48 -0.51 -0.71
H -1.21 -1.38 -0.20 0.03
H -2.59 0.82 -0.16 -0.07
C 0.80 -0.55 0.37 -0.48
P -1.43 0.92 0.80 0.90
H 2.50 0.66 -0.54 -0.06
P 1.43 -0.11 -1.24 0.89
```

Calculated values
E_HOMO, eV: -8.4
HOMO-LUMO gap, eV: 8.864
Structure (SMILES): P1[C@@H]2[C@H]3PC123

***

Which structure loses on stability? one does.